(1)
Here is a gas-phase ion, C24H48N4P (charge +1) at a distorted geometry from the Open Molecules 2025 dataset. Energies are from wB97M-V/def2-TZVPD.

Values from the calculation:
- HOMO level: -11.2 eV
- Energy above the lowest of the compared OMol25 structures with the same formula, charge and spin: 112.7 kcal per mole
- Energy: -40900.6490 eV
- Gap between HOMO and LUMO: 0.304 hartree

```
! wB97M-V def2-TZVPD RIJCOSX def2/J DEFGRID3
* xyz 1 1
C -1.29814 4.40680 -5.57813
C -0.20676 4.13984 -4.66104
C -0.58914 3.57856 -3.17427
N -1.02018 2.15636 -3.32835
C -2.44678 1.91542 -3.54491
C -3.69753 2.90318 -3.61375
C -4.48168 2.87691 -2.17770
C -5.38750 1.55247 -1.98665
N -6.41355 1.66430 -0.91057
C -2.46692 0.35087 -3.67148
N -3.75473 -0.36438 -3.92222
N -1.12196 -0.23538 -3.51396
P -0.68588 -1.98243 -3.54037
C 0.55315 -2.35952 -2.13118
C -2.24128 -2.99129 -3.02743
C -3.07401 -3.54974 -4.28863
C -0.26902 0.92847 -3.30301
C 1.32858 0.89954 -3.03178
C 1.47692 1.03709 -1.40846
C 2.92477 0.61110 -0.86664
C 3.29250 1.41626 0.50016
C 2.51537 0.86769 1.79816
C 3.47608 0.05978 2.83674
C 2.84228 -0.04935 4.31670
C 3.70816 -1.12196 5.19048
C 3.22162 -1.23407 6.72035
C 2.63144 -2.67835 7.11897
C 3.52822 -3.51366 8.15812
C 2.58552 -4.74809 8.67846
H -2.04943 3.56521 -5.83815
H -1.51209 5.43437 -6.03213
H 0.86432 4.33483 -5.00322
H 0.33470 3.72263 -2.50843
H -1.46228 4.25295 -2.83206
H -3.42746 4.00261 -3.78678
H -4.43781 2.51998 -4.39539
H -5.10395 3.84046 -2.01234
H -3.72466 2.86404 -1.30012
H -5.88431 1.31154 -3.00053
H -4.69469 0.66417 -1.74214
H -6.40847 2.59610 -0.47563
H -7.35642 1.42173 -1.25233
H -3.59674 -0.92182 -4.79043
H -4.40269 0.38482 -4.23235
H 0.71535 -3.48690 -2.05611
H 1.54962 -1.81568 -2.24166
H 0.02871 -2.02796 -1.15838
H -2.91967 -2.34671 -2.35594
H -1.90286 -3.87467 -2.36316
H -2.63394 -3.20600 -5.29791
H -4.14593 -3.12390 -4.18449
H -3.19132 -4.68840 -4.23867
H 1.86554 1.77072 -3.57415
H 1.80636 -0.05964 -3.43679
H 1.14971 2.09631 -1.13097
H 0.69353 0.32629 -0.94636
H 3.77894 0.79483 -1.61122
H 2.96636 -0.51172 -0.58314
H 3.04676 2.53967 0.40577
H 4.41399 1.28692 0.69089
H 2.17305 1.80533 2.39130
H 1.54595 0.29484 1.55907
H 3.58859 -1.00747 2.44194
H 4.48610 0.60844 2.96961
H 2.91599 0.93929 4.91473
H 1.75750 -0.41436 4.33209
H 3.55961 -2.14866 4.70742
H 4.82904 -0.88528 5.18590
H 4.05894 -0.94948 7.47021
H 2.37948 -0.46725 6.91481
H 1.59305 -2.54904 7.61531
H 2.51768 -3.32016 6.17552
H 4.40997 -4.03497 7.61600
H 3.88675 -2.91636 9.06404
H 2.05959 -4.52000 9.66594
H 1.77519 -4.90419 7.87101
H 3.17481 -5.73390 8.75184
*
```

---

(2)
Here is 2 unconnected molecules or ions with the total composition C4H10N2O2 at a distorted geometry from the Open Molecules 2025 dataset. Energies are from wB97M-V/def2-TZVPD.

Values from the calculation:
- HOMO level: -9.7 eV
- Energy above the lowest of the compared OMol25 structures with the same formula, charge and spin: 90.6 kcal per mole
- Energy: -11382.9752 eV
- Gap between HOMO and LUMO: 0.373 hartree

```
! wB97M-V def2-TZVPD RIJCOSX def2/J DEFGRID3
* xyz 0 1
C -1.39583 0.09474 0.43903
C -0.56859 1.37942 0.50916
C -1.83497 -0.19254 -0.99509
N -0.68902 -1.05216 1.00462
H -2.30100 0.24327 1.05264
H -0.53662 -1.80553 0.35397
H 0.13636 -0.81431 1.53321
H -2.46397 0.61394 -1.36212
H 0.32112 1.32393 -0.11242
H -0.26717 1.57622 1.53625
H -1.16177 2.22215 0.16375
H -0.97371 -0.28317 -1.65720
H -2.40672 -1.11785 -1.03300
O 1.68712 -0.75007 -0.91935
N 2.69923 -0.42172 -0.05218
C 3.87465 -0.22697 -0.16191
O 4.98820 0.01533 0.04715
H 0.89271 -0.80468 -0.34652
*
```

---

(3)
Here is 3 unconnected molecules or ions with the total composition C7H14N2 at a distorted geometry from the Open Molecules 2025 dataset. Energies are from wB97M-V/def2-TZVPD.

Values from the calculation:
- HOMO level (alpha / beta): -7.0 / -6.1 eV
- Energy above the lowest of the compared OMol25 structures with the same formula, charge and spin: 178.8 kcal per mole
- Energy: -10458.6123 eV
- Gap between HOMO and LUMO (alpha / beta): 0.286 / 0.254 hartree

```
! wB97M-V def2-TZVPD RIJCOSX def2/J DEFGRID3
* xyz 0 1
C -0.67368 -1.73526 1.14622
C -0.18508 1.88672 -0.77726
C 2.65887 -0.05245 0.95939
N -2.57694 0.49679 0.50512
C -0.41482 -0.48406 0.44769
C -0.39052 0.63488 -0.06323
C 1.72202 -0.48067 -0.10866
N -3.37096 0.54331 -0.63860
C 1.99748 -1.05520 -1.26409
H -2.58410 1.43516 0.90796
H -3.04633 1.17417 -1.37619
H -3.46548 -0.38905 -1.02471
H -1.66711 -1.69029 1.59353
H 0.07133 -1.89740 1.92840
H -0.62584 -2.57724 0.45269
H -0.02713 2.71490 -0.08262
H 0.67610 1.81654 -1.44355
H -1.06435 2.11309 -1.38864
H 2.62690 1.03237 1.10143
H 2.39758 -0.50583 1.92096
H 3.69990 -0.33098 0.73495
H 1.22644 -1.30180 -1.99020
H 3.01574 -1.34770 -1.54058
*
```

---

(4)
Here is a molecular structure, C36H34F12Ge2N3O4Ru from the Open Molecules 2025 dataset. Energies are from wB97M-V/def2-TZVPD.

Values from the calculation:
- <S²>: 8.857
- HOMO level (alpha / beta): -6.8 / -8.6 eV
- Energy: -198767.6848 eV
- Gap between HOMO and LUMO (alpha / beta): 0.249 / 0.234 hartree

```
! wB97M-V def2-TZVPD RIJCOSX def2/J DEFGRID3
* xyz 0 6
Ru 0.43047 0.76233 0.87458
C 3.06582 -4.64518 -1.60883
C 2.12856 -3.81079 -0.78490
C 2.38296 -3.53347 0.54803
C 1.50075 -2.75192 1.27154
C 0.37534 -2.20238 0.66383
N -0.35560 -1.24472 1.39644
C -1.00448 -1.54331 2.53114
C -1.10458 -2.88697 2.97712
C -1.66667 -3.20856 4.18758
C -2.16411 -2.20928 5.02233
C -2.75060 -2.52212 6.36399
C -2.12757 -0.88959 4.56696
C -1.61143 -0.51989 3.34089
C -1.77840 0.94993 2.90595
O -1.29849 1.27751 1.67861
C -3.31396 1.25467 2.79080
F -4.01170 1.12387 3.93410
F -3.86338 0.43025 1.90272
F -3.49772 2.50814 2.35222
C -1.12788 1.92090 3.98948
F -2.01117 2.64564 4.68620
F -0.37512 1.25864 4.90470
F -0.28891 2.78927 3.40041
C 0.08138 -2.47369 -0.68932
C 0.97154 -3.29778 -1.36745
C -1.19499 -1.90779 -1.33841
O -1.27790 -0.54144 -1.37561
C -1.40004 -2.43636 -2.79255
F -1.60836 -3.76948 -2.82033
F -0.34559 -2.18570 -3.58456
F -2.43902 -1.84016 -3.38221
C -2.45358 -2.42010 -0.51820
F -3.52146 -2.70018 -1.27951
F -2.16852 -3.55370 0.16028
F -2.85206 -1.51222 0.36997
H 4.00395 -4.81538 -1.08223
H 3.29172 -4.15130 -2.55494
H 2.62727 -5.61747 -1.84215
H 3.28077 -3.90735 1.02333
H 1.71090 -2.50320 2.30278
H -0.72391 -3.66328 2.32900
H -1.72388 -4.24426 4.49801
H -2.80741 -3.59643 6.53025
H -3.75538 -2.10702 6.45633
H -2.14694 -2.08627 7.16281
H -2.54534 -0.13141 5.21580
H 0.79147 -3.56060 -2.39621
N 1.69642 0.69959 2.93849
N 2.87282 0.01833 2.59039
C 3.26452 -0.00322 1.23711
O 4.37750 -0.38581 0.94940
O 2.35771 0.40363 0.39495
H 1.87825 1.63470 3.28784
H 1.19910 0.18053 3.65192
H 3.63989 0.04417 3.24283
C 1.60367 3.77320 -2.99458
Ge 1.63932 3.07661 -1.16429
C 0.65284 4.21096 0.08625
C 3.49843 2.81560 -0.62500
Ge -0.05908 0.87206 -1.64073
C -1.47182 2.12806 -2.16954
C -2.36773 2.51626 -1.17048
C -3.39751 3.40753 -1.43278
C -3.55618 3.93352 -2.70597
C -2.68061 3.55420 -3.71331
C -1.65343 2.66098 -3.44423
C 1.12989 0.28255 -3.08331
C 0.72200 0.24739 -4.41589
C 1.60297 -0.10424 -5.42588
C 2.91401 -0.44556 -5.11712
C 3.32997 -0.43791 -3.79457
C 2.44721 -0.06983 -2.78896
H 2.13750 4.72802 -2.98559
H 0.59485 3.95067 -3.35375
H 2.12115 3.09413 -3.67038
H 1.30598 5.02039 0.42068
H 0.31057 3.66753 0.96867
H -0.22316 4.63387 -0.40465
H 4.06802 3.68755 -0.95804
H 3.93528 1.92212 -1.06277
H 3.58650 2.73668 0.45740
H -2.27545 2.11548 -0.16938
H -4.07781 3.68770 -0.63799
H -4.35835 4.63001 -2.91469
H -2.79685 3.95039 -4.71431
H -0.98363 2.39460 -4.25441
H -0.30953 0.45826 -4.67929
H 1.26201 -0.12258 -6.45333
H 3.60282 -0.72251 -5.90522
H 4.34515 -0.71386 -3.53681
H 2.78808 -0.06219 -1.75941
*
```

---

(5)
Here is a single C6H10 molecule from the Open Molecules 2025 dataset. Energies are from wB97M-V/def2-TZVPD.

Values from the calculation:
- HOMO level: -9.4 eV
- Energy above the lowest of the compared OMol25 structures with the same formula, charge and spin: 35.2 kcal per mole
- Energy: -6382.3349 eV
- Gap between HOMO and LUMO: 0.387 hartree

```
! wB97M-V def2-TZVPD RIJCOSX def2/J DEFGRID3
* xyz 0 1
C 0.35478 -0.89999 -1.00292
C 1.13553 0.33505 -0.51421
C 0.34692 1.63951 -0.62219
C -1.04632 -0.44704 2.21667
C -1.04518 -0.89185 0.99611
C -0.91863 -1.30239 -0.23063
H 2.02517 0.36359 -1.17432
H 0.01528 -0.69372 -2.01839
H 1.09303 -1.72168 -1.06755
H 1.49525 0.21432 0.52217
H -0.52422 1.68497 0.04075
H 0.99786 2.47588 -0.36687
H -0.02994 1.80159 -1.63712
H -0.56008 -1.02216 2.99368
H -1.62186 0.43144 2.47005
H -1.71759 -1.96752 -0.60523
*
```

---

Q: Which of these has the highest energy?
A: C6H10

---

Q: Among the records above, which one has the lowest energy?
A: C36H34F12Ge2N3O4Ru